Entry from OMol25: a structure of composition C78H65InN13O30S in a non-equilibrium geometry (the ωB97M-V functional and the def2-TZVPD basis).

XYZ file:
```
188
Properties=species:S:1:pos:R:3:forces:R:3
In -10.718618 -2.447928 -17.705992 -0.29 -0.75 0.27
S -11.668631 -5.509668 -17.025625 -0.42 -2.12 -0.42
O -10.529302 -4.964180 -16.296016 1.42 0.88 1.17
O -11.386296 -5.091692 -18.418963 0.51 0.23 -1.31
O -11.833897 -6.945148 -16.843272 0.05 1.57 -0.27
O -12.768349 -4.633185 -16.673345 -1.41 0.43 1.03
C -17.835087 0.606015 -18.371294 1.40 1.48 -0.83
C -16.565573 0.663159 -18.982346 0.74 -1.80 -1.25
C -15.459998 -0.034539 -18.517664 0.04 0.18 2.65
C -15.547829 -0.529710 -17.168023 -0.18 0.81 -1.41
C -16.719308 -0.364981 -16.481453 -2.02 -0.18 0.41
C -17.918544 0.182639 -17.087959 1.42 -1.38 0.70
N -14.364476 -1.131051 -16.492792 0.33 0.15 0.03
O -13.388677 -1.381231 -17.247999 -1.07 0.06 1.27
O -14.402898 -1.297256 -15.277538 0.37 -0.08 -1.97
H -18.635338 1.088883 -18.912439 -0.35 -0.26 0.16
H -16.445632 0.981001 -20.007527 -0.33 0.51 -0.05
H -14.479500 -0.097070 -18.966123 -0.28 0.13 -0.57
H -16.811261 -0.772794 -15.485637 0.12 0.11 0.16
H -18.899853 0.147387 -16.638303 0.23 -0.03 0.60
C -13.980393 -7.402330 -13.581117 -0.21 0.18 0.01
C -12.785064 -7.241824 -12.867673 -0.47 -0.33 -0.66
C -12.728415 -7.611239 -11.542979 -0.20 0.82 0.70
C -13.926465 -7.916922 -10.876983 0.92 -0.78 -0.24
C -15.079984 -8.075032 -11.563328 -1.57 0.15 -0.68
C -15.111418 -7.850712 -12.941132 -0.10 0.32 0.60
N -13.897672 -8.235456 -9.455414 -0.21 -0.14 3.16
O -12.763746 -8.136059 -8.938827 -2.57 -0.48 -0.54
O -14.971952 -8.536767 -8.819555 3.53 0.97 -2.41
H -14.108040 -7.136105 -14.619975 0.50 0.03 -0.22
H -11.931571 -6.847634 -13.399224 0.28 -0.13 0.08
H -11.819658 -7.516472 -10.967148 0.01 -0.12 0.00
H -16.008782 -8.287495 -11.054808 0.11 -0.23 0.21
H -16.059089 -7.903742 -13.456413 0.01 -0.17 -0.14
C -10.450289 -4.165513 -10.434703 -0.33 -0.80 -1.07
C -10.592657 -4.628890 -11.770671 -0.61 1.66 -0.51
C -10.938705 -3.733730 -12.837702 -0.43 -1.18 1.53
C -11.239154 -2.412760 -12.507422 0.62 0.55 0.44
C -11.066247 -1.941570 -11.224176 -0.03 -1.37 1.95
C -10.743711 -2.859880 -10.132111 0.15 1.60 -2.16
N -11.603717 -1.401030 -13.530917 0.63 -0.32 -0.66
O -11.333474 -1.657727 -14.695673 -0.07 -0.60 -0.25
O -12.079867 -0.353251 -13.192001 -0.26 0.24 0.60
H -10.161616 -4.877840 -9.675979 -0.10 0.00 0.16
H -10.592892 -5.680003 -12.018786 0.53 -0.04 0.18
H -11.127558 -4.173409 -13.805910 0.08 0.33 -0.20
H -11.205407 -0.914281 -10.921347 -0.19 0.11 -0.47
H -10.690365 -2.435417 -9.140457 0.07 -0.21 0.08
C -8.324524 -7.414119 -15.076083 2.12 -0.71 -1.15
C -7.954299 -6.202423 -14.470079 -0.98 -1.43 -0.70
C -6.692195 -6.004544 -13.959106 0.24 -0.21 -0.46
C -5.723712 -7.017386 -14.095127 -1.39 0.34 -0.42
C -6.062965 -8.254733 -14.721362 -0.21 0.79 -0.33
C -7.348870 -8.456623 -15.273079 -0.29 2.42 1.54
N -4.327900 -6.708687 -13.685442 -0.72 0.84 2.08
O -4.127451 -5.757036 -12.896400 -0.61 -1.42 -1.77
O -3.495612 -7.486678 -14.049292 0.88 -0.31 -0.48
H -9.187456 -7.503261 -15.719353 -0.57 0.15 0.54
H -8.656741 -5.382455 -14.494922 -0.07 0.10 0.17
H -6.587335 -4.974236 -13.652740 1.12 -0.20 0.53
H -5.303200 -8.999803 -14.905800 0.18 0.07 0.23
H -7.629345 -9.305505 -15.878994 0.26 -0.23 0.18
C -14.316304 -9.043321 -17.116962 -1.12 0.88 -0.40
C -15.243730 -10.020057 -16.670869 1.79 1.21 -1.00
C -16.584397 -9.850941 -16.852182 -1.71 0.81 0.34
C -17.114439 -8.622891 -17.377412 1.76 -0.74 0.13
C -16.197486 -7.642442 -17.767456 0.70 0.02 0.13
C -14.778261 -7.805362 -17.642036 -1.56 -2.11 0.55
N -18.578998 -8.383042 -17.554867 -0.69 1.50 -0.17
O -18.980310 -7.240278 -17.784340 1.48 -0.16 0.05
O -19.365416 -9.282078 -17.460629 0.42 -1.61 0.32
H -13.277793 -9.336898 -17.075679 0.25 0.47 0.11
H -14.759104 -10.899572 -16.273385 -0.62 -0.35 0.16
H -17.214404 -10.643310 -16.475820 -0.48 0.11 -0.26
H -16.527739 -6.719471 -18.220718 -0.37 -0.04 0.17
H -14.130523 -7.020602 -18.003962 0.03 -0.06 0.11
C -10.468339 -10.607201 -16.357408 0.02 -0.72 -0.30
C -10.956821 -9.802352 -15.341782 -0.55 0.10 -0.87
C -11.677660 -10.370450 -14.320983 -0.02 -0.34 1.52
C -11.756832 -11.730158 -14.193677 0.51 -2.05 -2.04
C -11.137512 -12.608455 -15.167964 -0.34 1.59 1.31
C -10.497059 -12.017074 -16.249944 -0.45 0.37 0.99
N -12.508416 -12.327972 -13.077046 0.05 -2.32 0.13
O -12.996637 -13.478330 -13.230173 0.90 2.58 0.03
O -12.494179 -11.716057 -12.032337 -0.45 0.09 -0.13
H -10.136481 -10.182691 -17.293388 0.49 0.23 0.09
H -10.961092 -8.722768 -15.371449 0.21 0.00 -0.37
H -12.117330 -9.773549 -13.535613 -0.09 0.15 -0.04
H -11.064885 -13.674342 -15.009817 -0.40 -0.01 0.05
H -10.002290 -12.695035 -16.929629 -0.01 0.31 -0.40
C -14.936469 -1.649834 -12.162934 -0.70 0.24 1.64
C -14.572154 -2.979350 -12.292288 0.53 0.28 0.89
C -14.105616 -3.673054 -11.174712 0.17 -0.03 1.47
C -13.935910 -3.025109 -9.923116 -0.62 0.23 -1.63
C -14.310493 -1.669733 -9.796141 -0.05 -0.68 -0.02
C -14.895655 -1.010899 -10.869630 0.53 -1.02 -1.60
N -13.432221 -3.777372 -8.738785 0.08 0.59 0.77
O -13.572789 -4.977898 -8.675084 -0.10 0.00 -0.75
O -12.915628 -3.118280 -7.839363 -0.31 -0.02 -0.82
H -15.400128 -1.235422 -13.045924 0.12 0.68 0.18
H -14.647274 -3.441696 -13.265418 0.05 -0.20 0.07
H -13.909751 -4.734424 -11.214071 0.19 -0.13 -0.11
H -14.218007 -1.150563 -8.853630 0.05 -0.16 0.14
H -15.281356 -0.015926 -10.703259 0.06 0.08 -0.25
C -3.679734 -1.381942 -14.560354 1.46 -0.34 -3.53
C -4.243975 -1.719060 -15.816186 -2.02 0.14 2.00
C -5.646941 -2.001488 -15.832334 2.01 0.32 -1.33
C -6.397266 -1.878848 -14.681524 0.46 0.65 0.47
C -5.760721 -1.547931 -13.475237 -1.40 -0.14 -0.24
C -4.398247 -1.349517 -13.429989 -1.14 0.11 1.71
N -7.882750 -1.971961 -14.731995 0.03 -1.29 0.62
O -8.486080 -2.133861 -13.674320 0.64 0.51 -1.06
O -8.412524 -2.020370 -15.840778 0.16 0.33 0.20
H -2.631482 -1.123884 -14.591520 0.16 -0.03 0.38
H -3.680144 -1.678602 -16.736441 0.03 -0.23 0.09
H -6.014229 -2.277467 -16.809746 -0.66 0.00 0.25
H -6.380713 -1.377086 -12.607579 0.05 -0.18 0.15
H -3.944276 -1.117201 -12.477968 0.07 0.08 0.00
C -17.015956 -5.891562 -21.142743 0.88 0.02 0.57
C -15.734823 -6.206694 -20.653659 -0.13 3.04 0.04
C -14.849799 -5.108669 -20.411716 0.48 -0.27 -1.12
C -15.127013 -3.769752 -20.790135 -2.28 -2.12 0.07
C -16.459222 -3.520103 -21.276177 0.42 -0.18 1.11
C -17.415836 -4.549750 -21.381586 1.86 -0.96 -0.53
N -14.195650 -2.655774 -20.575385 -0.84 2.00 0.07
O -13.188643 -2.801915 -19.866287 -1.38 0.00 -1.19
O -14.595195 -1.560460 -21.058525 1.64 -2.40 1.11
H -17.636438 -6.766453 -21.269085 -0.64 0.34 -0.27
H -15.426693 -7.210533 -20.401154 -0.01 0.01 -0.17
H -13.841287 -5.370185 -20.127258 0.22 0.20 0.37
H -16.786404 -2.496002 -21.379010 0.13 0.04 -0.41
H -18.377734 -4.380619 -21.842618 -0.12 0.30 0.37
C -8.209043 -6.076172 -24.361903 -0.44 0.54 -1.44
C -7.621784 -5.725005 -23.186690 0.99 0.66 1.16
C -8.205046 -4.845144 -22.289997 -1.45 0.99 -0.40
C -9.444835 -4.205793 -22.644515 0.93 -1.48 0.59
C -10.041546 -4.535459 -23.874324 0.16 -0.58 1.40
C -9.393531 -5.453795 -24.699435 -0.94 0.51 -0.25
N -10.139601 -3.319399 -21.651012 -0.89 2.11 -0.85
O -9.627807 -3.085915 -20.559203 0.44 -1.03 0.08
O -11.139194 -2.689438 -22.009289 1.08 -1.57 -0.13
H -7.735418 -6.698284 -25.106921 0.11 -0.25 0.21
H -6.597848 -5.975681 -22.951904 -0.02 -0.65 0.00
H -7.639668 -4.663399 -21.387938 -0.41 0.44 0.19
H -11.079533 -4.328445 -24.089111 0.13 0.76 -0.08
H -9.910747 -5.626447 -25.631673 0.20 -0.46 -0.12
C -15.888365 -4.537718 -15.511361 0.21 0.95 -1.00
C -15.881160 -4.413185 -16.927344 -0.65 -0.05 1.55
C -17.010033 -3.919788 -17.546325 -1.77 -0.14 0.55
C -18.122955 -3.503393 -16.745958 1.40 -0.07 -1.74
C -18.008138 -3.452758 -15.378035 -1.35 0.64 0.32
C -16.935279 -4.004005 -14.740512 1.98 -0.89 -0.55
N -19.313208 -2.935474 -17.487316 0.11 0.81 2.30
O -20.196954 -2.445235 -16.733209 1.55 -1.06 -2.42
O -19.240779 -2.919796 -18.700974 -0.87 0.15 0.94
H -14.949730 -4.888077 -15.108120 -0.14 -0.20 0.53
H -14.998064 -4.722151 -17.466867 -0.11 -0.03 -0.19
H -17.159213 -3.947150 -18.615623 0.23 0.23 -0.10
H -18.709977 -2.934643 -14.741334 -0.54 -0.13 -0.34
H -16.851085 -3.954127 -13.664948 -0.10 -0.11 0.04
C -12.319166 -7.864221 -20.308839 0.28 -0.84 -0.01
C -11.313974 -7.240513 -21.053263 -0.47 -0.15 0.63
C -10.942843 -7.715166 -22.290581 0.24 -0.24 -0.62
C -11.607760 -8.807453 -22.823248 -1.40 -1.03 0.91
C -12.620818 -9.468203 -22.064753 0.49 0.00 0.59
C -12.923797 -9.052642 -20.757804 1.00 1.64 -0.95
N -11.418984 -9.292884 -24.212500 -1.67 0.42 -2.81
O -11.981806 -10.341010 -24.554044 1.23 0.98 1.28
O -10.976107 -8.509401 -25.077980 0.25 -0.83 2.12
H -12.573362 -7.551088 -19.306969 0.19 0.34 0.05
H -10.742931 -6.416545 -20.651536 -0.18 0.19 0.17
H -10.113035 -7.228934 -22.781910 -0.09 -0.13 -0.37
H -13.163085 -10.341388 -22.396237 0.32 0.03 -0.62
H -13.616725 -9.537848 -20.086364 -0.19 -0.30 -0.34
C -7.656080 -8.912115 -19.813385 0.12 2.06 0.34
C -6.406230 -8.239611 -19.735211 -0.02 -1.52 0.20
C -6.135851 -7.130849 -18.954092 -2.05 0.84 -0.07
C -7.284315 -6.476472 -18.401614 0.38 -1.45 -1.06
C -8.557851 -7.067661 -18.540567 0.58 0.55 0.38
C -8.759286 -8.244774 -19.253279 1.09 -0.52 0.12
N -7.142553 -5.169329 -17.785715 1.84 1.50 2.42
O -6.066685 -4.873896 -17.214559 -1.33 -1.29 -1.43
O -8.059062 -4.362238 -17.767676 -0.64 -0.74 -0.69
H -7.762016 -9.864162 -20.312152 0.06 0.09 -0.19
H -5.558738 -8.679221 -20.240088 0.07 -0.22 0.00
H -5.118298 -6.776243 -18.881776 -0.16 0.35 0.14
H -9.395555 -6.686685 -17.975320 0.04 0.46 -0.32
H -9.763614 -8.633030 -19.336858 0.01 -0.16 0.12
```
Positions in Å, forces in eV/Å.

Output
- Charge: +1
- Highest occupied orbital energy: -11.64 eV
- LUMO energy: -9.2404 eV
- Relative energy (zero: lowest compared OMol25 entry of this formula, charge and spin): 0.00 kcal/mol
- 2S+1: 1

Here are the Löwdin charges for atoms 1 to 2, given in e: atom 1 (In): 1.3657, atom 2 (S): 0.1730